Entry 1:
31
Properties=species:S:1:pos:R:3 method="wB97M-V/def2-TZVPD" multiplicity=5 charge=+1 gap_ev="9.5358 / 9.2294"
Fe -0.17667 -1.12341 -0.20165
C 2.70060 2.02481 -0.68506
F 2.92496 1.74410 0.57947
F 3.03073 3.23530 -1.00987
F 3.26890 1.24328 -1.49943
S 0.79855 1.81878 -0.96824
O 0.19044 3.11041 -1.08430
O 0.70238 1.06548 -2.24701
N 0.07791 0.71849 0.19051
S -0.12189 1.69862 1.46036
O -0.02192 0.90264 2.66910
O 0.64277 2.97091 1.55189
C -2.05245 2.26420 1.37589
F -2.71128 2.11472 2.54189
F -2.04946 3.58576 1.02734
F -2.63926 1.52066 0.42483
O -2.16366 -1.64243 0.45151
H -2.69220 -1.35356 -0.29242
H -2.80350 -1.92009 1.10706
O 1.86995 -1.29090 -0.63414
H 2.25341 -1.30566 -1.51105
H 2.52462 -1.71422 -0.07877
O 0.17460 -1.97281 1.82764
H 0.81952 -1.74251 2.49643
H -0.20882 -2.79365 2.13656
O -0.24900 -3.20967 -0.64449
H 0.52486 -3.77185 -0.68075
H -0.98480 -3.80458 -0.78913
O -1.14253 -0.81952 -2.12101
H -0.53185 -0.54177 -2.80376
H -1.95496 -1.01152 -2.58933

Entry 2:
70
Properties=species:S:1:pos:R:3 method="wB97M-V/def2-TZVPD" multiplicity=5 charge=-1 gap_ev="6.3239 / 6.2991"
Fe -0.84308 -0.05942 -1.33044
O 1.23711 0.42734 2.58293
C 0.45709 0.35561 1.48812
O 0.72061 0.92166 0.46172
C -0.73620 -0.52004 1.66621
C -1.12646 -1.05508 2.87913
C -2.27942 -1.83201 2.90438
C -2.98237 -2.04044 1.73413
C -2.51595 -1.46885 0.55449
N -1.41522 -0.73121 0.54053
C -3.21638 -1.66187 -0.79712
O -4.23624 -2.35069 -0.79123
O -2.63319 -1.08446 -1.75299
H 2.05127 0.85988 2.28205
H -0.54380 -0.86668 3.76893
H -2.61980 -2.26670 3.83617
H -3.88545 -2.63212 1.68400
C 0.19304 3.27004 -3.69521
C -0.39572 2.28621 -2.73549
N 0.04799 1.07670 -2.62384
O 1.08722 0.71383 -3.48092
C -1.49643 2.62151 -1.87614
C -2.13678 3.96896 -1.80824
N -1.88886 1.61588 -1.09974
O -2.79978 1.78746 -0.24616
H 1.22724 3.01889 -3.91486
H 0.13329 4.27738 -3.28651
H -0.36644 3.25417 -4.63359
H 1.27693 -0.18317 -3.16286
H -2.25604 4.41313 -2.79877
H -1.56897 4.67372 -1.19060
H -3.11788 3.85101 -1.35119
C 0.37192 -1.58359 -1.49360
C 1.10402 -2.57716 -1.45801
C 1.80503 -3.76573 -1.27730
C 1.76941 -4.37796 0.05502
C 2.77983 -5.23195 0.52214
C 2.74385 -5.75385 1.80480
C 1.70421 -5.43430 2.66835
C 0.70099 -4.57781 2.22802
C 0.73045 -4.05882 0.94548
C 2.51857 -4.36572 -2.40192
C 2.74407 -5.74714 -2.50719
C 3.39113 -6.28605 -3.60691
C 3.83405 -5.46873 -4.63830
C 3.60508 -4.09990 -4.55917
C 2.95615 -3.55950 -3.46446
H 3.62015 -5.46214 -0.11966
H 3.54618 -6.40127 2.13885
H 1.67732 -5.84357 3.67055
H -0.11923 -4.31657 2.88597
H -0.05599 -3.39576 0.60472
H 2.37412 -6.40814 -1.73517
H 3.53727 -7.35806 -3.66448
H 4.33934 -5.89291 -5.49667
H 3.93274 -3.44797 -5.35979
H 2.77234 -2.49407 -3.41064
N 7.25260 -1.43460 4.37607
C 4.78271 -2.77548 2.29663
C 4.37206 -1.37836 1.99231
N 3.23758 -1.29298 1.05407
H 6.64756 -2.00245 3.78785
H 6.64666 -0.95470 5.03161
H 7.65173 -0.72174 3.77626
H 4.20805 -3.37004 2.99522
H 5.44481 -3.30670 1.62432
H 5.20174 -0.81537 1.55882
H 4.08042 -0.86066 2.91072
H 2.45862 -1.82697 1.43068
H 3.46599 -1.73706 0.17022

Entry 3:
105
Properties=species:S:1:pos:R:3 method="wB97M-V/def2-TZVPD" multiplicity=1 charge=+1 gap_ev=6.8028
Pb -0.83554 0.56487 -1.46998
C 4.11570 2.10929 -2.00944
C 2.64467 2.16469 -1.92604
C 2.04776 3.33227 -2.81934
P 1.74407 0.51749 -2.34480
C 1.65248 0.14265 -4.17257
C 1.16841 -1.32015 -4.33627
C 2.81945 0.59514 -5.10966
C 2.60103 -0.85025 -1.54095
C 3.74149 -1.40787 -2.20764
C 4.08175 -2.72134 -2.03368
C 3.23658 -3.51093 -1.21585
C 2.18447 -3.00988 -0.45756
C 1.84092 -1.65132 -0.63031
Si 0.63969 -0.77617 0.61353
C 1.66472 -0.25636 2.12793
C 2.74122 -1.08279 2.42830
C 3.62081 -0.71523 3.45650
C 3.51011 0.50793 4.09898
C 2.44504 1.30941 3.82664
C 1.45537 0.93819 2.88340
P -0.02639 1.96824 2.98443
C 0.23244 3.26702 1.65548
C -0.95012 4.17758 1.36102
C 1.62085 4.01349 1.92578
C -0.45411 2.68293 4.60682
C 0.05681 4.17037 4.97254
C -0.26735 1.73714 5.76688
C -0.49168 -2.22572 1.16482
C -0.18210 -3.04707 2.24296
C -0.99842 -4.11426 2.66270
C -2.14193 -4.33261 1.93312
C -2.44974 -3.57380 0.79740
C -1.67732 -2.47778 0.44712
P -2.27081 -1.69802 -1.10694
C -2.36021 -3.17057 -2.24555
C -1.36813 -4.30221 -2.18253
C -3.83718 -3.61283 -2.50477
C -3.89837 -0.84528 -0.74083
C -4.63301 -1.48643 0.39692
C -4.76868 -0.60847 -1.97661
H 4.43401 1.89504 -3.04309
H 4.40062 1.29159 -1.36448
H 4.55270 3.07315 -1.65081
H 2.18203 2.27254 -0.91420
H 1.16778 3.05424 -3.48487
H 2.78947 3.76695 -3.54625
H 1.67195 4.17384 -2.17584
H 0.86452 0.86170 -4.47107
H 0.81120 -1.74642 -3.40455
H 1.93721 -1.99569 -4.76863
H 0.26446 -1.33117 -5.02577
H 3.70104 0.00220 -4.93258
H 3.10596 1.65836 -4.98712
H 2.57184 0.51521 -6.14663
H 4.23884 -0.64979 -2.81839
H 4.99298 -3.09517 -2.50629
H 3.44860 -4.56350 -1.17621
H 1.55277 -3.72099 0.06987
H 2.94813 -1.99982 1.87198
H 4.53510 -1.24777 3.63210
H 4.42935 0.97210 4.50631
H 2.24010 2.21830 4.38716
H 0.36624 2.62383 0.80521
H -1.36121 4.49621 2.38869
H -1.74075 3.74909 0.80182
H -0.60530 5.08945 0.86243
H 1.69110 4.83977 1.18852
H 2.45723 3.30376 1.75607
H 1.69005 4.38039 2.95705
H -1.52905 2.80663 4.42724
H 1.13278 4.27844 4.85521
H -0.14399 4.26060 6.01799
H -0.62143 4.91915 4.37259
H 0.72799 1.88911 6.31588
H -0.29330 0.64572 5.52595
H -1.04147 1.82633 6.54959
H 0.72929 -2.81815 2.84699
H -0.83145 -4.74969 3.57596
H -2.90019 -5.01745 2.34171
H -3.20964 -3.90387 0.05538
H -2.05203 -2.68064 -3.19602
H -1.59278 -5.10591 -1.38461
H -0.36645 -3.87129 -1.94694
H -1.17714 -4.97515 -3.03813
H -4.39738 -3.66761 -1.55755
H -3.92448 -4.64732 -2.89780
H -4.45621 -2.96153 -3.16949
H -3.61731 0.14614 -0.41622
H -5.19764 -2.34271 -0.09302
H -5.50114 -0.87795 0.62416
H -3.96377 -1.60510 1.24801
H -5.51011 -1.38664 -2.14015
H -4.13210 -0.45178 -2.82578
H -5.40882 0.22911 -1.77573
O -3.63998 1.83394 -4.63107
Cl -2.50468 2.31471 -3.80483
O -2.01090 3.57534 -4.20498
O -3.03748 2.35419 -2.34154
O -1.41232 1.37107 -3.89717
C -2.38145 0.63206 3.32262
O -1.22556 0.98710 2.55120
H -3.15391 0.10598 2.67583
H -2.87286 1.53718 3.69400
H -2.07584 0.06120 4.18842

Entry 4:
12
Properties=species:S:1:pos:R:3 method="wB97M-V/def2-TZVPD" multiplicity=1 charge=+1 gap_ev=7.5145
C 1.57514 1.14970 0.08514
C 1.42463 -1.53592 0.00795
C -1.12826 0.59691 0.06640
C 0.19854 0.66772 -0.10974
C 1.45747 -0.30180 0.11443
N -1.79348 -0.57638 0.13723
H 2.34492 1.47767 -0.64378
H 1.83534 1.65491 1.04664
H 1.41504 -2.53481 -0.10348
H -1.79473 1.34056 -0.13027
H -2.71289 -0.73124 -0.33710
H -1.19072 -1.49547 0.23023

Number 1: largest force on an atom 5.62 eV/Å. Number 2: largest force on an atom 0.23 eV/Å. Number 3: largest force on an atom 4.86 eV/Å. Number 4: largest force on an atom 5.10 eV/Å.